{"formula": "C31H42AsBN12O4PS2Y", "method": "ωB97M-V/def2-TZVPD", "mol_weight_g_mol": 916.5, "e_homo_ha": -0.278, "e_tot_ha": -5601.4973, "orbital_gap_ev": 7.57, "e_above_lowest_kcal_mol": 12.19, "elements": ["Y", "C", "C", "C", "C", "N", "N", "B", "N", "C", "C", "C", "C", "N", "N", "C", "C", "C", "C", "N", "N", "C", "C", "C", "C", "N", "H", "H", "H", "H", "H", "H", "H", "H", "H", "H", "H", "H", "H", "H", "H", "H", "H", "H", "H", "H", "O", "N", "C", "C", "C", "C", "C", "S", "H", "H", "H", "H", "N", "C", "C", "C", "N", "C", "N", "C", "As", "C", "C", "S", "H", "H", "H", "H", "H", "H", "H", "H", "H", "C", "O", "P", "O", "C", "O", "C", "H", "H", "H", "H", "H", "H", "H", "H", "H"], "xyz": [[0.17149, 0.30055, -0.35680], [-2.54308, 3.37821, -0.70977], [-2.06076, 2.97434, 0.64673], [-2.31326, 3.70486, 1.81270], [-1.73174, 2.97831, 2.82115], [-1.19389, 1.86837, 2.29047], [-1.36261, 1.86703, 0.93725], [-0.32815, 0.84846, 3.07808], [-0.67660, -0.61379, 2.66871], [-0.85413, -1.62465, 3.53348], [-1.16112, -2.75942, 2.82122], [-1.14934, -2.36400, 1.48312], [-1.41403, -3.22733, 0.29827], [-0.85191, -1.05981, 1.39439], [1.14753, 1.15944, 2.77609], [2.19015, 1.33250, 3.60499], [3.26645, 1.74114, 2.85833], [2.80650, 1.78895, 1.54075], [3.63626, 2.14373, 0.35536], [1.51660, 1.43393, 1.48491], [-0.71350, 0.96097, 4.55861], [-1.99129, 0.86718, 5.01506], [-1.94198, 0.62746, 6.36210], [-0.56223, 0.57937, 6.66658], [0.09445, 0.33936, 7.98783], [0.15903, 0.77086, 5.57765], [-3.26779, 4.18363, -0.59127], [-3.01584, 2.54874, -1.23235], [-1.72568, 3.74559, -1.32870], [-2.84877, 4.63513, 1.89368], [-1.66525, 3.17135, 3.87709], [-0.72232, -1.47558, 4.59283], [-1.34856, -3.74694, 3.20599], [-1.36544, -4.27405, 0.59541], [-0.67779, -3.06940, -0.48708], [-2.40276, -3.04272, -0.12189], [2.06878, 1.14002, 4.65604], [4.26062, 1.96723, 3.20372], [4.56738, 2.59671, 0.69269], [3.12733, 2.83902, -0.30751], [3.89005, 1.25452, -0.22505], [-2.83195, 0.95291, 4.34587], [-2.77301, 0.50848, 7.03736], [-0.64739, 0.27945, 8.78258], [0.78946, 1.14463, 8.22581], [0.65931, -0.59315, 7.97188], [-0.78597, 1.55255, -1.92810], [-0.37309, 2.04285, -3.08228], [-1.29827, 2.59374, -3.89945], [-0.94079, 3.12594, -5.10566], [0.40459, 3.08704, -5.48207], [1.32893, 2.51772, -4.64041], [0.94834, 1.96903, -3.40502], [2.03340, 1.24069, -2.31142], [-2.30338, 2.54460, -3.51218], [-1.69853, 3.55932, -5.74104], [0.71902, 3.50450, -6.42949], [2.37717, 2.47697, -4.89853], [1.93801, -1.14478, 0.32845], [2.61791, -1.64923, 1.12227], [3.45091, -2.23111, 2.05845], [3.09094, -2.14146, 3.42620], [2.77019, -2.07023, 4.53285], [4.63005, -2.86349, 1.59982], [5.56299, -3.38626, 1.16307], [2.75963, -1.39418, -4.91057], [2.57016, -2.44242, -3.29738], [3.96548, -1.82387, -2.12680], [3.09630, -4.23605, -3.79064], [0.59625, -2.40651, -2.59645], [3.73914, -1.54899, -5.36242], [2.63139, -0.34993, -4.62765], [1.97998, -1.68713, -5.61044], [4.92681, -1.96477, -2.62069], [3.96079, -2.38134, -1.19483], [3.79715, -0.76852, -1.91927], [4.12011, -4.23043, -4.16301], [2.41894, -4.60546, -4.55706], [3.02591, -4.87265, -2.91144], [-4.45845, -2.30562, -3.00738], [-3.23339, -2.14883, -2.27595], [-2.55660, -0.69793, -2.04012], [-2.60201, -0.04442, -3.53009], [-1.76694, -0.60912, -4.54721], [-3.78872, 0.21769, -1.51077], [-4.14751, 0.04891, -0.13090], [-4.33054, -3.14410, -3.68834], [-4.69815, -1.40492, -3.57085], [-5.26496, -2.52314, -2.30873], [-2.10400, -0.18726, -5.49148], [-1.85288, -1.69569, -4.57599], [-0.72025, -0.35713, -4.37355], [-4.79281, 0.88267, 0.13163], [-3.26150, 0.05820, 0.50845], [-4.69090, -0.88706, 0.01019]], "lowdin_charge": [1.30, -0.03, -0.32, -0.01, -0.06, 0.02, 0.03, -0.66, 0.03, -0.04, 0.00, -0.34, -0.04, -0.02, 0.03, -0.05, -0.01, -0.35, -0.07, 0.02, -0.03, -0.11, -0.02, -0.35, -0.03, 0.12, 0.08, 0.05, 0.07, 0.10, 0.13, 0.12, 0.11, 0.09, -0.03, 0.06, 0.10, 0.11, 0.08, 0.04, 0.04, 0.13, 0.10, 0.07, 0.08, 0.08, -0.38, -0.18, -0.03, -0.05, -0.06, -0.09, -0.65, 0.67, 0.13, 0.11, 0.11, 0.11, 0.07, -0.18, -0.27, -0.24, 0.14, -0.25, 0.12, -0.25, 0.67, -0.25, -0.26, 0.13, 0.04, -0.01, 0.04, 0.05, 0.01, -0.03, 0.04, 0.03, 0.04, -0.10, -0.36, 0.78, -0.35, -0.14, -0.34, -0.11, 0.09, 0.08, 0.09, 0.09, 0.07, 0.05, 0.09, 0.05, 0.09]}

{"formula": "C31H42AuF3N10S", "method": "ωB97M-V/def2-TZVPD", "mol_weight_g_mol": 840.8, "e_homo_ha": [-0.421, -0.477], "spin_multiplicity": 3, "e_tot_ha": -2587.0020, "orbital_gap_ev": [6.52, 5.37], "e_above_lowest_kcal_mol": 19.12, "total_charge": 2, "s_squared": 2.048, "elements": ["Au", "C", "N", "C", "C", "N", "C", "C", "C", "C", "C", "C", "C", "C", "C", "N", "C", "N", "C", "C", "N", "C", "C", "C", "N", "C", "C", "H", "H", "H", "H", "H", "H", "H", "H", "H", "H", "H", "H", "H", "H", "H", "H", "H", "H", "H", "H", "H", "H", "H", "H", "H", "H", "H", "H", "H", "H", "F", "C", "F", "F", "N", "C", "N", "C", "C", "C", "C", "C", "C", "H", "H", "H", "H", "H", "H", "S", "C", "N", "C", "C", "N", "H", "H", "H", "H", "H", "H"], "xyz": [[-0.16081, -0.44440, -0.15551], [2.43928, -0.52667, -2.18174], [2.49962, 0.92377, -2.12432], [3.23379, 1.49941, -3.24364], [2.01860, 1.67612, -1.11609], [1.00279, 1.28640, -0.35377], [0.77639, 1.84736, 0.90753], [1.83766, 1.92762, 1.81519], [1.68523, 2.51401, 3.06301], [0.46109, 3.02800, 3.42871], [-0.65194, 2.91574, 2.57364], [-1.90354, 3.40585, 3.00216], [-3.02704, 3.25262, 2.21818], [-2.93552, 2.59543, 1.00296], [-1.70452, 2.13302, 0.50042], [-1.67356, 1.40731, -0.65263], [-2.45030, 1.59424, -1.70907], [-2.84652, 0.55843, -2.48341], [-2.76591, 0.62659, -3.93736], [-3.01072, -0.77997, -1.94721], [-2.83228, 2.82609, -2.12875], [-2.15711, 4.04533, -1.72605], [-4.08540, 3.03820, -2.84509], [-0.52093, 2.30027, 1.29403], [2.54590, 2.93773, -1.01255], [3.98580, 3.11805, -0.85592], [1.76958, 4.08963, -0.58916], [3.41942, -0.95965, -1.97255], [2.12358, -0.84270, -3.17603], [1.74064, -0.92258, -1.45047], [2.80055, 1.12535, -4.17248], [4.28445, 1.20290, -3.22326], [3.16755, 2.58106, -3.24403], [2.79614, 1.52054, 1.52093], [2.52871, 2.57529, 3.73678], [0.33415, 3.51707, 4.38568], [-1.97346, 3.88302, 3.97070], [-3.98414, 3.62468, 2.55743], [-3.83136, 2.41750, 0.42081], [-2.39497, 1.59617, -4.25729], [-3.73671, 0.44340, -4.40029], [-2.06815, -0.13772, -4.28846], [-3.31427, -0.72867, -0.90352], [-2.09187, -1.36823, -2.02254], [-3.78865, -1.28458, -2.52039], [-1.12985, 3.82488, -1.44899], [-2.65101, 4.53772, -0.88411], [-2.15346, 4.73247, -2.57204], [-4.68213, 2.13120, -2.85157], [-3.91246, 3.36210, -3.87299], [-4.64748, 3.82164, -2.33309], [4.52386, 2.21244, -1.11989], [4.21818, 3.36112, 0.18577], [4.33085, 3.94057, -1.48392], [0.72070, 3.95415, -0.83878], [2.14595, 4.95616, -1.13497], [1.85489, 4.29804, 0.48072], [1.85493, -1.54058, 1.77847], [3.02416, -1.80463, 1.13572], [3.86599, -2.29860, 2.04938], [3.50767, -0.61315, 0.72654], [-1.73038, -4.18440, 1.07982], [-0.89912, -3.40351, 0.37134], [-1.15451, -2.12716, 0.55245], [-2.21695, -2.05944, 1.45044], [-2.86814, -0.96751, 2.01491], [-3.90760, -1.22723, 2.88455], [-4.29026, -2.53835, 3.19914], [-3.63763, -3.63008, 2.66553], [-2.59635, -3.36669, 1.78347], [-1.72611, -5.19042, 1.08904], [-0.10309, -3.77883, -0.25289], [-2.55234, 0.03931, 1.78391], [-4.44034, -0.40376, 3.34062], [-5.11282, -2.69508, 3.88276], [-3.92786, -4.64046, 2.91952], [2.70645, -3.52891, -0.65806], [3.17512, -4.85922, 0.26286], [2.71839, -5.16090, 1.49103], [3.41595, -6.32155, 2.05634], [4.19350, -6.86934, 0.84425], [4.01461, -5.80929, -0.14571], [2.31889, -4.45322, 2.08344], [2.70354, -7.04813, 2.44258], [4.07864, -6.01714, 2.86693], [3.77585, -7.81035, 0.48381], [5.24954, -7.02287, 1.05919], [4.40101, -5.84006, -1.07215]], "mulliken_spin": [0.09, 0.00, 0.01, 0.00, 0.01, 0.07, 0.02, 0.09, -0.03, 0.16, -0.08, 0.23, -0.03, 0.14, 0.08, 0.18, 0.00, 0.00, 0.00, -0.01, 0.00, 0.01, 0.01, 0.03, 0.00, 0.00, 0.01, 0.00, 0.00, 0.01, 0.00, 0.00, 0.00, 0.00, 0.00, 0.00, 0.00, 0.00, 0.00, 0.00, 0.00, 0.00, 0.00, 0.00, 0.00, 0.00, 0.00, 0.00, 0.00, 0.00, 0.00, 0.00, 0.00, 0.00, -0.01, 0.00, 0.00, 0.04, 0.57, 0.02, 0.05, 0.00, -0.01, 0.00, 0.01, 0.00, 0.00, 0.00, 0.00, 0.00, 0.00, 0.00, 0.01, 0.00, 0.00, 0.00, 0.26, 0.01, 0.01, 0.00, 0.00, 0.04, 0.00, 0.00, 0.00, 0.00, 0.00, 0.00]}